Record 1
ORCA calculation (wB97M-V/def2-TZVPD) on a structure of composition C44H121CrN14O20 in a non-equilibrium geometry.

The orbital gap (spin up / spin down) is 7.196 / 8.111 eV. The HOMO energy (spin up / spin down) comes out at -5.67 / -6.59 eV. The largest force on an atom comes out at 3.5 eV Å⁻¹.

```
! RIJCOSX wB97M-V def2-TZVPD def2/J DEFGRID3
* xyz -1 5
Cr 20.64296 19.18636 11.20967
N 22.71213 21.78632 11.93297
O 22.17661 20.68118 11.82359
O 23.89642 21.94846 11.65522
O 22.02534 22.68920 12.33150
N 22.74140 17.08058 9.65308
O 22.73255 15.85590 9.74659
O 22.06095 17.73784 10.42455
O 23.35866 17.60979 8.72894
N 20.44773 18.15556 14.23262
O 21.04739 17.90096 15.27182
O 19.25494 18.23553 14.22210
O 21.10615 18.40696 13.20375
C 21.76046 15.87234 17.98648
C 20.29594 15.41864 18.17081
C 19.85238 15.28728 19.62029
O 20.44212 14.16462 20.21343
C 20.40627 14.25796 21.60805
N 19.49742 16.38772 17.41732
H 21.94632 16.93802 18.12020
H 22.15546 15.60494 17.00639
H 22.41308 15.33958 18.67810
H 20.23540 14.38698 17.82423
H 18.76742 15.18440 19.63952
H 19.96400 16.20668 20.19505
H 19.47017 14.58052 22.06389
H 21.12631 15.04052 21.84727
H 20.84518 13.36046 22.04388
H 19.70747 16.41870 16.42989
H 19.93288 17.26842 17.65151
C 25.52269 12.70274 10.88292
C 25.81489 13.42542 12.15932
C 24.79997 14.58078 12.26982
O 24.97942 15.39806 13.44881
C 24.00984 16.44674 13.49540
N 25.65664 12.62596 13.30671
H 24.48264 12.38508 10.80894
H 26.21092 11.86426 10.98960
H 25.77634 13.29142 10.00132
H 26.81091 13.86732 12.13143
H 23.79862 14.15254 12.31477
H 24.82815 15.20592 11.37734
H 23.03807 16.05351 13.79397
H 23.86104 17.01808 12.57914
H 24.34621 17.20731 14.20003
H 24.64873 12.59630 13.36460
H 25.89401 13.27072 14.04700
C 20.25615 22.06844 7.99922
C 20.44594 21.33120 9.37003
C 19.19170 21.53228 10.28539
O 19.31190 20.81310 11.50083
C 18.52377 21.49440 12.55075
N 20.60973 19.92462 9.06286
H 21.13162 21.99002 7.35463
H 20.11370 23.14620 8.07818
H 19.44020 21.62696 7.42702
H 21.34176 21.72092 9.85348
H 18.23691 21.32030 9.80421
H 19.18590 22.60856 10.45775
H 18.42704 20.90445 13.46219
H 17.50071 21.67042 12.21838
H 18.91936 22.44416 12.91073
H 21.42082 19.90206 8.46142
H 19.89771 19.78774 8.35974
C 20.28956 15.19778 12.93548
C 18.80268 14.90260 12.97980
C 18.38199 14.05806 14.20496
O 16.97425 14.23380 14.40701
C 16.14213 13.43550 13.51909
N 18.09878 16.13324 12.90345
H 20.71307 15.65366 13.83041
H 20.48146 15.81630 12.05871
H 20.84863 14.29144 12.70293
H 18.59027 14.32696 12.07890
H 18.89544 14.49860 15.05960
H 18.65259 13.00424 14.13906
H 15.81881 13.99108 12.63881
H 15.29045 12.98860 14.03194
H 16.59752 12.55102 13.07363
H 17.26735 15.81564 13.38089
H 18.33265 16.75406 13.66502
C 23.27732 9.59764 15.00335
C 21.90735 10.36696 14.98695
C 21.74451 11.44926 13.90129
O 22.77751 12.43164 13.85304
C 22.77852 13.23198 14.97687
N 20.90677 9.30515 14.94895
H 23.48160 8.85994 15.77935
H 24.08890 10.31532 15.12320
H 23.38518 9.05615 14.06354
H 21.83118 10.80250 15.98324
H 20.72540 11.82846 13.82566
H 22.02377 10.98344 12.95624
H 22.87432 12.74178 15.94570
H 21.83222 13.77086 15.02391
H 23.52493 14.02532 14.93699
H 20.91733 8.80246 15.82490
H 21.22605 8.56152 14.34466
C 11.88373 13.66258 14.95249
C 11.24925 14.67566 13.95359
C 12.03224 14.85178 12.59357
O 13.42520 15.13224 12.70578
C 13.77734 16.42374 13.15933
N 9.90530 14.32170 13.64533
H 12.95517 13.86278 14.94590
H 11.71230 12.65184 14.58216
H 11.42090 13.63446 15.93895
H 11.02390 15.65016 14.38679
H 11.55125 15.64968 12.02782
H 11.80610 13.93876 12.04278
H 13.46896 16.59032 14.19144
H 13.40219 17.18304 12.47316
H 14.84914 16.59924 13.06688
H 9.56032 14.87728 12.87564
H 9.26521 14.34812 14.42615
C 17.24249 17.19054 9.14499
C 17.77800 18.23394 10.12570
C 16.75511 18.80322 11.22037
O 16.12079 20.06965 10.85927
C 15.16491 19.87590 9.78595
N 19.02774 17.75046 10.74285
H 16.33036 17.51816 8.64619
H 16.92998 16.25960 9.61807
H 17.99492 16.83742 8.43983
H 18.14588 19.13718 9.63895
H 17.21769 19.08068 12.16754
H 15.99316 18.06928 11.48281
H 15.59889 19.48112 8.86730
H 14.73177 20.86310 9.62491
H 14.29011 19.26648 10.01274
H 18.83814 16.95588 11.33683
H 19.31745 17.17000 9.96875
C 23.52672 24.66626 17.31193
C 23.96399 24.10634 15.93770
C 23.51487 22.60754 15.62721
O 23.92482 21.65250 16.64381
C 23.30211 20.38719 16.36057
N 23.63496 25.10336 14.95010
H 23.85391 25.68458 17.52186
H 23.90862 23.97716 18.06518
H 22.44592 24.66486 17.45325
H 25.04730 24.17628 15.83947
H 24.00774 22.20434 14.74256
H 22.47656 22.52406 15.30618
H 23.56353 19.91544 15.41336
H 22.21537 20.46766 16.38530
H 23.52721 19.60486 17.08539
H 22.65818 25.05396 14.69797
H 24.00610 24.98168 14.01868
C 25.73983 19.61958 12.95652
C 26.74045 19.39986 11.84217
C 26.36771 18.19356 10.99236
O 27.42797 17.96570 10.09828
C 27.01852 17.06022 9.13071
N 26.80108 20.69284 11.09965
H 25.96470 20.52790 13.51551
H 25.85718 18.89184 13.75947
H 24.67989 19.65460 12.70475
H 27.63118 19.17648 12.42938
H 25.45715 18.50055 10.47784
H 26.12589 17.27266 11.52299
H 26.83167 16.10681 9.62488
H 27.79563 16.84731 8.39663
H 26.06735 17.29310 8.65203
H 25.86625 20.95668 10.82292
H 27.16626 20.45288 10.18907
C 20.25582 19.03211 19.78530
C 21.07275 19.96268 18.94376
C 20.33299 21.23880 18.61637
O 19.04403 21.27632 18.01001
C 19.04399 20.62102 16.76967
N 22.30793 20.31124 19.69133
H 20.80758 18.13831 20.07650
H 19.32317 18.75898 19.29167
H 19.83157 19.46818 20.68970
H 21.46896 19.46018 18.06137
H 20.90792 21.88678 17.95480
H 20.23846 21.84552 19.51695
H 19.58156 21.24580 16.05638
H 18.03731 20.39695 16.41685
H 19.56927 19.66618 16.79111
H 22.77619 21.06656 19.21140
H 23.01951 19.60146 19.79112
C 16.35931 17.29534 18.29959
C 15.95390 16.50965 17.13538
C 16.12332 17.25104 15.81679
O 15.19133 18.34004 15.70776
C 15.40060 19.32126 14.74936
N 16.65015 15.27208 17.15781
H 16.14967 16.76722 19.22977
H 15.82737 18.24548 18.34811
H 17.43236 17.48621 18.31477
H 14.89195 16.26747 17.17672
H 16.03288 16.59362 14.95209
H 17.16252 17.57162 15.89021
H 16.47424 19.47455 14.64026
H 14.98669 20.27454 15.07805
H 14.96357 19.08620 13.77887
H 17.63116 15.49426 17.24928
H 16.59239 14.79178 16.27121
*
```

---

Record 2
ORCA calculation (wB97M-V/def2-TZVPD) on a structure of composition C44H121FeN11O19S2 in a non-equilibrium geometry.

The orbital gap (spin up / spin down) is 8.863 / 8.358 eV. The HOMO energy (spin up / spin down) comes out at -6.70 / -6.71 eV. The largest force on an atom comes out at 5.4 eV Å⁻¹.

```
! RIJCOSX wB97M-V def2-TZVPD def2/J DEFGRID3
* xyz -1 6
Fe 11.82473 -17.19627 14.39134
S 10.25361 -15.22632 15.25055
O 10.08611 -14.73224 16.55490
O 9.46249 -14.43969 14.31480
O 11.71478 -15.23703 14.79086
O 10.00427 -16.72029 15.15814
S 13.82829 -18.21928 12.76843
O 12.85494 -18.87713 13.86179
O 15.21483 -18.47453 13.07457
O 13.32034 -18.75033 11.52808
O 13.49614 -16.72641 13.04896
C 9.54307 -18.98616 10.84221
C 9.66412 -18.56561 12.28040
C 9.68063 -19.80049 13.27817
O 9.88212 -19.32030 14.58847
C 10.46229 -20.17684 15.50580
N 10.75909 -17.62622 12.55746
H 9.29334 -18.10691 10.25597
H 8.83481 -19.75184 10.64602
H 10.47162 -19.45858 10.50925
H 8.72354 -18.04968 12.56071
H 10.58138 -20.47436 13.04985
H 8.74168 -20.38864 13.05663
H 11.45690 -20.50205 15.15194
H 9.98289 -21.12172 15.61393
H 10.56842 -19.69509 16.46651
H 10.47041 -16.56501 12.52249
H 11.54000 -17.77721 11.94455
C 6.99715 -9.97783 14.14812
C 7.68907 -10.59175 12.91404
C 8.19793 -9.45434 11.97658
O 9.11849 -9.89391 10.98939
C 10.33085 -9.18910 11.07566
N 8.78183 -11.50962 13.28336
H 6.29352 -9.14822 13.78245
H 7.61841 -9.53472 14.93487
H 6.39411 -10.76020 14.63796
H 6.85617 -11.12391 12.28090
H 8.60212 -8.65015 12.61241
H 7.29439 -9.09207 11.49860
H 10.83144 -9.31928 12.08575
H 10.26943 -8.06330 10.80536
H 10.97059 -9.66575 10.27722
H 8.46988 -12.49583 13.51054
H 9.42200 -11.54204 12.44580
C 19.47371 -17.35528 11.52184
C 18.68283 -16.12610 11.21507
C 17.20745 -16.36129 11.13682
O 16.65460 -15.09861 10.91786
C 15.20672 -15.19597 11.05076
N 19.04479 -15.04623 12.19069
H 20.47271 -17.00271 11.42747
H 19.19213 -18.11875 10.83379
H 19.23661 -17.77519 12.51541
H 19.07479 -15.81639 10.27580
H 16.87008 -16.78666 12.08200
H 16.90228 -17.01480 10.32788
H 14.97954 -15.70636 11.93982
H 14.79162 -15.68052 10.16890
H 14.86157 -14.16650 11.07583
H 19.23803 -15.40381 13.14290
H 18.31883 -14.33459 12.28349
C 6.60138 -15.85628 12.52059
C 5.26862 -16.49429 12.73682
C 5.27374 -18.00183 12.54351
O 5.80587 -18.33299 11.27967
C 5.58138 -19.64645 10.83622
N 4.86276 -16.31426 14.12640
H 6.79263 -15.21927 13.39061
H 6.42410 -15.25511 11.64810
H 7.44206 -16.58627 12.43839
H 4.53667 -16.10792 11.99590
H 4.19596 -18.25177 12.61215
H 5.87709 -18.56847 13.36137
H 6.36439 -20.34149 11.27432
H 5.79366 -19.67864 9.76991
H 4.57311 -19.92605 10.91815
H 5.18533 -15.41175 14.59731
H 3.90037 -16.27888 14.28572
C 4.42680 -17.66692 18.58763
C 5.61685 -18.26676 19.35014
C 6.96210 -17.61367 19.06123
O 7.24990 -17.54774 17.70421
C 8.07264 -18.51011 17.19426
N 5.37493 -18.35204 20.80909
H 4.77705 -17.53459 17.54484
H 4.19835 -16.64828 19.00029
H 3.63688 -18.40326 18.68959
H 5.77656 -19.31814 18.86881
H 7.71538 -18.29766 19.57642
H 6.89516 -16.57596 19.47823
H 8.34851 -18.19493 16.14700
H 7.56790 -19.47618 17.10207
H 8.99385 -18.53808 17.77056
H 6.25000 -18.63670 21.27351
H 5.07968 -17.40370 21.17213
C 14.51854 -12.66821 15.59016
C 14.56136 -14.18613 15.26564
C 15.90916 -14.63761 14.80767
O 16.90280 -14.53113 15.84326
C 17.90834 -13.65441 15.55864
N 14.33437 -14.93201 16.50024
H 13.53635 -12.33848 15.76234
H 14.81064 -12.02981 14.79236
H 15.14343 -12.48052 16.50475
H 13.78443 -14.42239 14.55077
H 16.34733 -14.11758 13.92910
H 15.80770 -15.68875 14.49165
H 18.42946 -13.57466 16.50940
H 17.51853 -12.64934 15.21366
H 18.64341 -14.03619 14.80234
H 15.12180 -14.72148 17.14911
H 13.45657 -14.58091 16.90974
C 10.53961 -9.35381 15.74651
C 10.76419 -10.70301 16.46113
C 11.46519 -10.39845 17.77351
O 12.79496 -9.88487 17.67621
C 13.60825 -10.26807 18.72704
N 9.58924 -11.52874 16.58538
H 10.05421 -8.68560 16.43689
H 9.99143 -9.60881 14.81368
H 11.51839 -9.00232 15.53457
H 11.44862 -11.33861 15.87534
H 11.49798 -11.37957 18.20150
H 10.89454 -9.73163 18.44918
H 13.44884 -9.66633 19.61790
H 14.67801 -10.15908 18.43097
H 13.31801 -11.22952 19.07709
H 9.78198 -12.36625 17.09841
H 9.17466 -11.86894 15.74575
C 11.57469 -15.05178 9.57773
C 11.23610 -14.48208 10.98407
C 11.42487 -12.95817 10.89422
O 11.35181 -12.23141 12.07144
C 12.59549 -12.20997 12.81083
N 9.91266 -14.86928 11.38328
H 10.73205 -14.77849 8.93448
H 11.69578 -16.11989 9.37631
H 12.47371 -14.65489 9.18538
H 11.95959 -14.94229 11.62781
H 10.63358 -12.55757 10.23121
H 12.39230 -12.74287 10.40775
H 12.43182 -12.05083 13.89254
H 13.28228 -11.46697 12.44582
H 13.12311 -13.13279 12.82943
H 9.58874 -14.62490 12.27929
H 9.16257 -14.51916 10.73198
C 4.74894 -14.20809 17.21435
C 5.83781 -13.23779 16.78590
C 6.55840 -12.77050 18.03689
O 5.79039 -12.00291 18.88450
C 5.81486 -10.66409 18.43437
N 6.81645 -13.90107 15.82132
H 3.97953 -13.70095 17.85599
H 5.31275 -14.94992 17.82549
H 4.26368 -14.68920 16.34961
H 5.49489 -12.39472 16.22479
H 7.51361 -12.22568 17.82664
H 6.82986 -13.69427 18.60508
H 5.22534 -10.07565 19.15159
H 5.29770 -10.58202 17.37517
H 6.83459 -10.34540 18.28813
H 7.16896 -13.21811 15.21303
H 7.54309 -14.37039 16.26260
C 11.90202 -14.63157 19.68736
C 10.66501 -15.48207 20.02056
C 9.38836 -14.57392 19.90015
O 9.36491 -13.69004 21.02460
C 8.99573 -12.38175 20.61091
N 10.58866 -16.52381 19.00786
H 12.73062 -15.30617 19.62386
H 12.08940 -13.84024 20.40037
H 11.87840 -14.16850 18.68535
H 10.75553 -15.86373 21.04928
H 8.52970 -15.25205 19.97658
H 9.37361 -14.05846 18.90855
H 7.93269 -12.17673 20.39932
H 9.63552 -12.20164 19.63935
H 9.30516 -11.71016 21.41816
H 10.11731 -16.19219 18.21201
H 10.06075 -17.33780 19.36245
C 14.72903 -18.56725 16.54812
C 13.23477 -18.66265 16.78510
C 13.01077 -18.78778 18.35679
O 11.76943 -19.47624 18.51088
C 11.51346 -20.04505 19.72692
N 12.49006 -17.40821 16.46036
H 15.28849 -17.91776 17.27444
H 15.01236 -18.04978 15.66388
H 15.13090 -19.54538 16.68150
H 12.86366 -19.55196 16.39893
H 12.96399 -17.82694 18.91210
H 13.80636 -19.32654 18.81025
H 10.56898 -20.61861 19.57303
H 11.41917 -19.32030 20.53042
H 12.27332 -20.76233 20.02055
H 13.19928 -16.67588 16.39301
H 11.82084 -17.15033 17.09136
*
```